This record from the Open Molecules 2025 dataset describes a molecular structure, C55H54InN5O2P2SSiTe. The level of theory is wB97M-V/def2-TZVPD.

Each line ends with the Mulliken charge.
Positions of all 122 atoms, in Å:
Te  1.70481  -0.26565  1.55782  0.035
In  -1.71496  0.34104  -1.03404  0.695
S  -1.93904  -1.30731  1.52748  1.155
P  -1.92560  2.66764  0.53390  1.352
P  0.88493  0.26136  -2.56706  1.769
Si  -4.18108  0.13497  -1.76542  1.087
O  -3.35537  -1.48009  1.27415  -0.907
O  -1.50988  0.03886  1.86459  -0.383
N  -1.08137  -1.63553  0.18327  0.439
N  -1.21916  2.21930  -2.19484  1.125
N  -0.56821  -4.60175  6.25158  -0.529
N  -1.91461  -3.82858  -0.15580  -0.139
N  -1.46351  -2.34803  -1.95425  0.237
C  -2.18343  -4.56275  -2.40838  -1.279
C  -1.21014  3.19368  -4.22217  -1.155
C  1.32410  2.97347  3.00564  -0.611
C  -1.96736  -3.62084  3.00060  -0.476
C  2.01919  3.75918  0.84692  -0.593
C  -3.82753  4.78750  3.47714  -0.808
C  5.99172  0.41792  2.33735  -0.699
C  -3.73328  2.15718  2.58850  0.561
C  -4.21922  0.91495  -3.46609  -0.831
C  1.43897  -2.42227  -3.13990  -0.060
C  0.04557  2.75761  2.51590  -0.599
C  3.69879  0.01950  3.83762  -0.405
C  1.70016  -3.31090  1.26388  -0.034
C  -1.51947  -2.30604  2.91077  -0.571
C  -2.97695  3.13250  1.94427  -0.141
C  3.05329  -4.65017  -0.20937  -0.754
C  -4.58031  3.80955  4.11616  -0.508
C  1.79799  -1.10309  -3.39921  -0.099
C  -0.90692  2.05093  -3.51746  0.659
C  2.22145  2.57623  -3.57852  -0.653
C  2.30047  -2.15159  0.77806  0.465
C  3.28879  3.46494  -3.59228  -0.937
C  -1.77909  -3.30662  -2.81672  -0.220
C  3.42829  -1.90199  -4.99257  -0.853
C  3.61337  0.01728  2.44737  0.672
C  3.27016  -2.25523  -0.21253  0.188
C  -5.15802  1.17897  -0.55830  -0.798
C  -2.19361  3.98336  -0.71205  -1.279
C  2.81207  -0.85422  -4.32524  -0.808
C  0.74485  3.52451  0.34625  -0.350
C  2.31424  3.48030  2.17227  -0.539
C  -4.53506  2.49741  3.67076  -1.095
C  6.06804  0.41843  3.72308  -0.591
C  -0.80049  -1.74191  3.95843  -0.010
C  -0.49936  -2.49802  5.07440  -0.962
C  3.15231  1.51113  -1.64234  0.880
C  4.22670  2.38632  -1.66537  -0.888
C  -0.25690  3.03546  1.18197  0.765
C  3.65804  -3.49990  -0.69194  -0.858
C  -1.74827  3.47574  -2.05916  0.057
C  -1.52802  -2.65186  -0.65083  -0.390
C  4.91769  0.22179  4.47290  -0.627
C  2.06729  -4.55278  0.76423  -0.528
C  2.14810  1.58188  -2.60629  0.334
C  -0.26933  0.76008  -3.93098  -2.021
C  2.04232  -3.47076  -3.82066  -0.761
C  4.77088  0.22685  1.70433  -0.157
C  -4.86970  -1.60055  -1.77362  -1.113
C  3.03681  -3.21304  -4.75085  -0.763
C  -1.75307  4.10948  -3.28389  -1.572
C  4.29828  3.36644  -2.64515  -0.772
C  -0.91574  -3.82874  5.16381  1.030
C  -3.03110  4.45110  2.39497  -0.733
C  -1.66419  -4.37488  4.11480  -0.955
C  -2.24591  -4.76171  -1.03841  -0.552
H  2.78329  4.15147  0.18960  0.488
H  -2.09521  5.11417  -3.48126  0.519
H  -5.12910  1.73589  4.15933  0.461
H  0.94248  -3.24619  2.03545  0.163
H  5.13399  4.05435  -2.66834  0.368
H  -3.26133  4.22070  -0.71501  0.588
H  4.41827  -3.56390  -1.46050  0.440
H  4.73248  0.24177  0.62299  0.148
H  3.51538  -4.02824  -5.27864  0.383
H  3.07545  0.76877  -0.85833  -0.136
H  -3.75116  1.90335  -3.44027  0.090
H  -2.01020  -5.39949  4.18387  0.298
H  -5.27067  0.63971  0.38441  0.157
H  -1.70966  -3.04771  -3.86866  0.554
H  -0.72281  2.36162  3.16887  0.027
H  2.80573  -0.14671  4.42799  0.435
H  -1.06304  3.35533  -5.27976  0.611
H  0.24207  0.83234  -4.89194  0.651
H  1.74708  -4.49007  -3.60489  0.456
H  0.69528  -2.62760  -2.38299  0.840
H  -0.48274  -0.71229  3.89063  0.334
H  3.34601  -5.61967  -0.59307  0.398
H  -4.65216  2.12255  -0.34352  0.125
H  0.53802  3.71845  -0.70043  0.052
H  0.06331  -2.05817  5.88931  0.319
H  -0.27603  -4.12996  7.08870  0.219
H  -1.00224  -0.05314  -4.01184  0.315
H  6.88504  0.57244  1.74474  0.421
H  3.31138  3.65181  2.55829  0.339
H  -2.44297  -5.33817  -3.11308  0.477
H  -6.15147  1.41603  -0.94793  0.609
H  -2.53948  -4.04144  2.18840  0.460
H  4.21604  -1.69273  -5.70529  0.448
H  -4.64625  -2.08388  -0.82014  0.168
H  -3.66359  0.31079  -4.18775  0.161
H  1.44380  2.67606  -4.32168  0.179
H  7.02036  0.56963  4.21480  0.373
H  4.99689  2.31403  -0.90659  0.448
H  3.33085  4.23502  -4.35203  0.421
H  1.55028  2.74713  4.04040  0.406
H  -1.07367  -5.45725  6.39785  0.210
H  -5.19956  4.07352  4.96399  0.381
H  -1.65638  4.89031  -0.42353  0.652
H  -5.24281  1.02741  -3.83438  0.531
H  -3.86024  5.81220  3.82442  0.425
H  -2.57055  -5.71183  -0.62659  0.549
H  -5.95551  -1.57584  -1.90037  0.542
H  3.73017  -1.36771  -0.62747  0.091
H  -3.68033  1.13059  2.25008  0.372
H  -2.44205  5.21709  1.90426  0.348
H  3.12597  0.16225  -4.52816  0.430
H  -4.44784  -2.20474  -2.57733  0.215
H  1.58640  -5.44540  1.14532  0.495
H  4.96858  0.21722  5.55462  0.415

Output
LUMO: 0.0183 Eh